114
Properties=species:S:1:pos:R:3:forces:R:3 method="wB97M-V/def2-TZVPD" lumo_ev=0.025 smiles="Cc1ccc(C[C@@](C#N)(CCCCN)[C@](S)(C#N)CCC(C)C)cc1.CN(C)P(=O)(N(C)C)N(C)C.CN(C)P(=O)(N(C)C)N(C)C" orbital_gap_ev=7.864 e_homo_ev=-7.84 total_charge=0 multiplicity=1
C 3.652 6.570 2.042 -0.55 0.04 0.62
C 3.124 5.159 2.113 -0.04 -0.10 -0.69
C 2.337 4.680 1.069 0.01 -0.45 0.36
C 1.809 3.395 1.130 -0.26 -0.15 -0.51
C 2.038 2.531 2.189 0.32 0.07 0.62
C 1.466 1.129 2.348 0.16 0.86 -0.01
C 1.210 0.336 1.057 -0.35 -0.66 -0.01
C 2.235 0.626 0.020 -0.30 0.40 1.05
N 3.130 0.866 -0.650 0.48 -0.01 -0.47
C 1.434 -1.180 1.366 0.76 0.46 -1.12
C 2.940 -1.524 1.576 -0.90 -0.79 0.57
C 3.543 -2.387 0.455 0.40 -0.33 0.14
C 4.285 -3.628 1.000 0.14 -0.52 -0.41
N 5.522 -3.920 0.247 -0.15 0.21 -0.02
C -0.253 0.573 0.431 -0.27 -0.70 -0.91
S -0.095 0.847 -1.395 0.04 0.36 -0.53
C -0.909 1.785 0.946 0.90 -0.59 0.14
N -1.305 2.725 1.462 -0.53 0.53 0.13
C -1.233 -0.603 0.649 -0.41 0.02 0.28
C -2.659 -0.364 0.102 -0.19 -0.47 0.36
C -3.774 -0.589 1.158 0.70 0.37 -0.47
C -3.584 0.231 2.452 -0.83 -0.93 0.05
C -5.120 -0.309 0.473 0.48 -0.38 0.68
C 2.848 3.008 3.224 0.04 0.39 -0.14
C 3.374 4.289 3.171 0.13 0.48 0.24
H 4.725 6.650 2.218 0.01 -0.08 -0.21
H 3.162 7.161 2.825 0.13 0.01 -0.01
H 3.350 7.031 1.103 0.33 -0.03 -0.08
H 2.116 5.284 0.195 0.06 0.08 0.08
H 1.198 3.083 0.290 0.03 -0.01 0.07
H 2.162 0.584 2.990 0.02 -0.14 -0.20
H 0.550 1.208 2.945 -0.13 -0.17 -0.28
H 1.166 -1.694 0.441 -0.34 -0.24 0.29
H 0.812 -1.525 2.188 -0.03 0.14 -0.01
H 3.539 -0.646 1.816 0.05 -0.02 -0.22
H 2.954 -2.150 2.474 0.14 0.16 0.05
H 2.781 -2.777 -0.225 -0.14 0.32 0.03
H 4.231 -1.811 -0.170 -0.03 0.13 0.15
H 4.487 -3.536 2.070 0.26 0.23 -0.11
H 3.653 -4.520 0.907 -0.28 0.25 0.18
H 5.513 -4.872 -0.095 0.08 -0.02 0.10
H 5.546 -3.339 -0.582 0.13 0.02 0.04
H -0.731 -0.205 -1.942 -0.09 -0.06 0.57
H -0.878 -1.530 0.203 0.38 0.22 -0.05
H -1.268 -0.796 1.726 -0.11 0.04 -0.05
H -2.773 0.594 -0.413 0.07 0.11 0.26
H -2.848 -1.133 -0.654 0.07 0.19 -0.14
H -3.710 -1.654 1.406 -0.12 0.03 0.01
H -2.561 0.538 2.650 -0.09 0.32 -0.14
H -4.295 1.057 2.456 0.44 0.33 0.07
H -3.869 -0.414 3.291 -0.02 0.17 0.05
H -5.112 -0.784 -0.510 -0.29 0.08 -0.01
H -5.917 -0.734 1.088 -0.17 0.13 -0.21
H -5.264 0.769 0.383 -0.08 -0.06 -0.15
H 3.077 2.410 4.101 -0.09 -0.17 -0.14
H 3.981 4.666 3.991 0.00 -0.19 0.01
O 1.339 6.247 -4.256 -1.36 -1.80 -2.93
P 2.563 5.488 -4.707 4.22 2.34 4.50
N 2.742 4.469 -3.330 -0.70 -0.03 0.36
C 3.968 3.985 -2.734 0.51 -0.21 -0.51
C 1.647 3.535 -3.091 -0.45 0.27 -0.08
N 3.654 6.858 -4.715 0.29 0.30 -0.01
C 4.529 7.123 -3.587 0.24 -0.36 0.10
C 3.009 8.113 -5.101 -0.26 -0.08 -0.06
N 3.641 4.618 -5.711 -2.34 -0.58 -1.41
C 3.157 3.334 -6.214 -0.03 -0.18 0.33
C 5.047 4.850 -5.957 0.32 0.56 -0.41
H 4.411 3.132 -3.272 0.02 -0.02 0.05
H 3.772 3.654 -1.712 -0.20 -0.08 -0.07
H 4.724 4.760 -2.639 -0.05 0.02 -0.20
H 1.697 2.669 -3.767 0.00 -0.13 0.17
H 0.678 4.017 -3.232 0.09 0.10 -0.10
H 1.664 3.162 -2.066 0.20 0.02 0.00
H 3.990 7.160 -2.629 0.07 0.01 0.03
H 5.043 8.076 -3.725 -0.19 0.08 -0.10
H 5.333 6.388 -3.517 -0.09 -0.09 0.05
H 2.452 8.563 -4.271 -0.07 0.02 -0.06
H 2.316 7.960 -5.927 -0.02 0.00 0.05
H 3.764 8.829 -5.436 0.12 -0.11 0.04
H 3.490 2.500 -5.585 0.02 -0.03 -0.06
H 3.500 3.152 -7.235 0.03 0.08 0.01
H 2.066 3.318 -6.244 -0.01 -0.02 0.07
H 5.665 4.541 -5.108 -0.04 0.04 0.05
H 5.258 5.889 -6.196 -0.08 0.04 0.23
H 5.378 4.276 -6.827 -0.23 -0.16 0.05
O -3.558 -4.832 0.933 1.05 -2.54 -2.44
P -4.317 -6.010 1.490 -2.74 2.99 5.33
N -5.915 -5.420 1.207 0.07 0.52 -0.62
C -7.093 -5.631 2.016 -0.05 -0.74 0.22
C -6.269 -5.224 -0.195 0.38 0.21 -0.20
N -3.796 -5.816 3.150 0.12 0.02 0.37
C -4.626 -5.125 4.120 -0.41 -0.16 0.01
C -2.428 -5.312 3.275 0.09 0.01 -0.27
N -4.775 -7.623 1.811 1.34 -0.46 -2.42
C -5.186 -8.419 0.656 -0.29 0.19 -0.10
C -5.034 -8.262 3.084 0.51 -0.20 0.55
H -7.559 -6.618 1.866 -0.04 0.01 0.03
H -7.844 -4.877 1.768 0.08 0.01 -0.20
H -6.905 -5.500 3.077 0.13 -0.14 -0.05
H -6.505 -6.173 -0.697 -0.14 0.05 -0.04
H -5.451 -4.749 -0.738 0.08 -0.07 0.09
H -7.135 -4.566 -0.294 -0.03 -0.02 0.15
H -4.944 -4.130 3.777 -0.03 0.00 0.06
H -4.085 -5.003 5.060 0.19 0.03 -0.12
H -5.507 -5.710 4.389 -0.05 0.03 -0.11
H -2.375 -4.226 3.133 0.07 -0.01 -0.05
H -1.769 -5.780 2.544 -0.02 0.04 -0.02
H -2.036 -5.548 4.267 -0.15 -0.06 0.05
H -6.275 -8.416 0.530 0.01 -0.07 0.00
H -4.854 -9.455 0.747 0.04 0.03 0.07
H -4.740 -8.029 -0.261 -0.05 0.05 -0.01
H -5.998 -7.957 3.503 0.01 0.08 -0.01
H -4.249 -8.069 3.810 -0.07 0.24 -0.02
H -5.061 -9.348 2.963 -0.05 0.05 -0.28

140
Properties=species:S:1:pos:R:3:forces:R:3 method="wB97M-V/def2-TZVPD" lumo_ev=-11.557 orbital_gap_ev=4.195 e_homo_ev=-15.75 total_charge=+5 multiplicity=1
C -4.278 -0.881 -2.872 -0.33 0.44 0.85
C -4.388 -2.143 -2.023 -0.58 0.40 -1.83
O -5.261 -2.937 -2.025 0.16 0.37 0.68
N -3.053 -2.514 -1.465 -0.74 -1.37 1.04
H -2.541 -2.460 -2.334 0.90 -1.15 -0.30
H -2.576 -1.779 -0.963 -0.15 0.98 0.71
C -3.037 -3.813 -0.568 1.68 0.89 -0.41
H -5.264 -0.520 -3.162 0.07 -0.24 -0.04
H -3.665 -1.032 -3.761 -0.12 -0.50 -0.11
H -3.755 -0.101 -2.318 -0.07 0.07 0.21
H -3.566 -4.684 -0.955 -0.22 0.58 -0.19
H -3.315 -3.494 0.436 -0.50 -0.08 -0.32
H -1.971 -4.027 -0.490 -0.01 -0.48 0.04
C -2.936 -1.497 3.279 -0.52 0.24 0.00
C -3.490 -0.098 3.493 2.02 2.26 -1.67
O -2.934 0.951 3.148 -2.13 -3.42 1.40
N -4.890 0.024 4.118 0.66 2.40 1.17
H -5.680 0.139 3.499 -0.10 -0.35 -0.98
H -5.092 -0.780 4.695 -0.08 -0.39 0.50
C -4.936 1.368 4.954 0.05 -0.26 -0.16
H -2.825 -1.568 2.197 0.08 -0.07 -0.10
H -3.541 -2.336 3.623 -0.28 0.25 0.06
H -1.941 -1.664 3.690 0.03 0.51 0.11
H -4.976 2.246 4.310 0.22 -0.52 -0.52
H -4.007 1.423 5.523 -0.45 -0.16 0.23
H -5.858 1.433 5.533 0.24 -0.63 0.27
C 2.196 -1.182 -3.268 -0.51 -0.15 -0.37
C 2.244 -2.453 -2.468 2.80 1.91 6.40
O 2.624 -2.465 -1.245 -2.29 -0.53 -6.53
N 1.886 -3.720 -3.118 0.93 -1.20 0.34
H 0.877 -3.715 -3.156 -0.58 -0.58 0.15
H 2.198 -3.791 -4.076 0.28 0.44 -0.63
C 2.480 -4.925 -2.400 -1.25 -1.05 1.14
H 1.451 -1.168 -4.064 -0.38 -0.46 0.11
H 3.111 -1.018 -3.837 0.49 -0.02 0.51
H 1.946 -0.364 -2.593 0.43 -0.14 -0.01
H 3.552 -4.810 -2.239 -0.31 0.19 -0.18
H 2.198 -5.878 -2.850 0.35 0.36 -1.08
H 1.914 -5.071 -1.480 0.46 0.67 0.57
C 1.734 2.556 7.722 -0.83 -0.99 -1.27
C 1.956 2.298 6.218 6.83 2.66 2.62
O 3.058 2.585 5.738 -4.30 -1.62 0.07
N 0.781 1.988 5.445 -0.59 0.62 -1.82
H 0.581 0.999 5.482 -0.04 -0.59 0.16
H 0.021 2.466 5.909 -0.56 0.24 0.13
C 0.942 2.380 3.987 -0.88 -0.92 -0.51
H 1.210 3.512 7.716 -0.11 0.17 0.47
H 2.644 2.609 8.319 0.05 0.06 -0.54
H 1.092 1.773 8.125 -0.22 0.14 0.30
H 1.118 3.443 3.821 0.79 -0.31 0.51
H 0.014 2.173 3.455 -0.24 -0.17 0.45
H 1.645 1.634 3.618 0.56 0.85 -0.30
C 0.325 -1.628 -7.784 0.85 1.57 0.63
C -0.728 -0.551 -7.786 -0.08 0.15 -3.39
O -0.939 0.145 -8.740 -0.16 -0.51 2.33
N -1.687 -0.467 -6.595 1.51 0.21 1.02
H -2.524 0.046 -6.835 -0.32 0.55 -0.51
H -1.999 -1.404 -6.383 -0.04 -0.60 0.22
C -1.046 0.187 -5.365 -0.91 0.28 0.40
H 0.908 -1.597 -6.863 -0.52 -0.85 0.57
H 1.101 -1.199 -8.418 -0.29 -0.39 -0.79
H -0.030 -2.588 -8.157 0.05 0.01 0.25
H -0.171 -0.262 -4.896 -0.09 -0.59 -0.84
H -1.803 0.163 -4.582 0.01 0.25 -0.05
H -0.803 1.223 -5.604 -0.24 -0.16 -0.23
C 2.281 2.851 -2.862 1.02 -0.23 -0.75
C 1.287 3.850 -3.367 -0.06 0.96 3.37
O 0.693 4.492 -2.536 0.14 -0.46 -3.46
N 0.953 3.880 -4.938 0.49 2.06 0.79
H 1.148 2.942 -5.256 -0.20 -0.20 -0.37
H -0.013 4.161 -5.031 -0.60 -0.37 0.11
C 1.740 4.885 -5.864 0.55 -1.04 0.16
H 2.885 3.215 -2.031 -0.51 0.70 0.18
H 3.084 2.531 -3.525 -0.47 -0.42 -0.53
H 1.685 2.059 -2.409 0.01 -0.32 -0.24
H 2.717 4.402 -5.882 0.20 0.76 -0.23
H 1.738 5.932 -5.559 0.01 -0.39 0.85
H 1.307 4.903 -6.864 -0.22 -0.58 0.12
C -6.089 4.181 1.712 1.88 -0.75 0.40
C -4.488 4.247 1.807 -1.53 1.15 -0.63
N -3.914 4.539 0.451 1.04 1.21 -0.36
C -3.198 3.664 -0.316 0.25 -0.19 -0.35
C -2.790 4.315 -1.468 0.13 -0.76 1.12
N -3.198 5.611 -1.354 -1.62 0.32 1.76
C -3.831 5.749 -0.158 -0.46 -1.02 -0.12
C -2.863 6.746 -2.208 0.64 0.82 0.32
H -6.391 3.559 0.869 -0.06 0.53 -0.29
H -6.449 5.210 1.724 -0.29 -0.31 -0.37
H -6.505 3.653 2.570 0.13 0.28 0.29
H -3.950 3.409 2.250 -0.23 -0.21 -0.41
H -4.269 5.120 2.423 0.21 -0.07 0.01
H -2.936 2.728 0.154 -0.07 -0.26 -0.76
H -2.122 3.990 -2.252 -0.22 0.00 0.16
H -4.230 6.632 0.318 0.01 0.22 -0.53
H -2.676 6.469 -3.245 0.19 -0.26 0.35
H -2.010 7.181 -1.686 0.40 0.15 -0.76
H -3.598 7.551 -2.231 -0.48 -0.50 0.25
C 2.172 -1.631 3.202 -0.91 -0.99 1.20
C 2.904 -2.510 2.228 0.53 0.24 -0.23
N 4.041 -3.190 2.838 1.70 -0.62 -0.49
C 5.005 -2.720 3.719 -0.73 -0.21 0.65
C 5.916 -3.718 3.904 0.16 0.99 -0.86
N 5.649 -4.675 2.941 -0.85 -0.69 0.58
C 4.480 -4.377 2.382 0.00 0.53 -0.28
C 6.457 -5.907 2.682 -0.24 1.27 0.94
H 1.991 -2.130 4.154 0.22 -0.60 0.08
H 1.154 -1.600 2.814 0.00 1.09 -0.10
H 2.679 -0.724 3.530 -0.07 0.36 -0.98
H 3.217 -1.884 1.392 0.48 -0.01 0.05
H 2.321 -3.319 1.789 -0.46 0.06 0.32
H 4.909 -1.746 4.177 0.12 -0.16 -0.01
H 6.760 -3.747 4.577 0.01 -0.10 -0.27
H 3.940 -4.931 1.628 0.12 -0.25 0.16
H 6.757 -6.259 3.669 -0.17 -0.41 -0.18
H 7.367 -5.551 2.198 -0.20 -0.49 -0.47
H 5.817 -6.613 2.153 0.50 0.02 -0.05
C 0.112 0.095 0.507 0.47 0.14 -0.68
F -0.025 1.024 1.484 0.07 -0.99 -0.53
F 1.394 -0.086 0.210 -0.41 0.66 0.02
F -0.317 -1.111 0.917 -0.64 0.75 0.04
S -0.884 0.699 -0.993 0.11 1.00 0.15
O -0.520 2.124 -1.158 -0.26 -2.43 -0.10
O -0.565 -0.231 -2.086 0.62 0.37 -0.03
O -2.261 0.466 -0.580 -0.37 0.02 0.52
C 4.377 1.169 -0.286 4.52 -0.14 2.96
F 5.110 1.633 -1.331 -1.47 -0.17 0.08
F 3.363 1.917 0.003 -2.16 1.75 -0.66
F 3.950 -0.046 -0.514 -0.81 -1.46 -1.39
S 5.533 1.083 1.256 2.99 2.65 0.38
O 6.707 0.448 0.655 -1.82 -1.14 0.61
O 5.921 2.476 1.591 -2.07 -1.68 -0.47
O 4.734 0.417 2.315 0.23 -0.06 -1.55
C -0.583 -4.286 2.759 0.45 -5.35 0.00
F -0.686 -3.346 1.908 0.50 3.74 -1.75
F 0.276 -4.100 3.749 -0.39 1.30 0.31
F -1.836 -4.468 3.211 0.01 0.07 0.84
S 0.008 -5.852 1.867 0.96 -2.95 -2.07
O -0.192 -6.871 2.848 0.09 0.54 0.80
O -0.892 -6.049 0.704 0.47 1.87 0.62
O 1.441 -5.713 1.432 -2.05 1.40 0.77